No. 1
16
Properties=species:S:1:pos:R:3:mulliken_charge:R:1 method="wB97M-V/def2-TZVPD" e_homo_ev=-14.4 homo_lumo_gap_ev=9.6591 multiplicity=1 lumo_energy_ev=-4.8 smiles="C[C@@H](N)C=[N+]=CO" relative_energy_kj_mol=260.9 charge=+1
C 2.034 0.249 0.494 -1.391
C 0.908 0.061 -0.481 0.452
N 0.191 -1.195 -0.241 -0.745
C -0.088 1.176 -0.511 -0.163
N -1.204 1.008 0.010 -0.078
C -2.146 0.307 0.566 0.124
O -2.737 -0.676 -0.053 -0.363
H 2.758 -0.583 0.419 0.351
H 1.666 0.123 1.469 0.416
H 2.552 1.160 0.341 0.400
H 1.280 0.133 -1.500 0.277
H -0.238 -1.526 -1.070 0.239
H 0.982 -1.964 -0.239 0.304
H 0.178 1.999 -1.145 0.420
H -2.609 0.685 1.489 0.344
H -3.527 -0.959 0.450 0.412

***

No. 2
12
Properties=species:S:1:pos:R:3:mulliken_charge:R:1 method="wB97M-V/def2-TZVPD" e_homo_ev=-9.7 homo_lumo_gap_ev=9.7922 multiplicity=1 lumo_energy_ev=0.1 smiles="CC(=O)C(=O)NO" relative_energy_kj_mol=340.5
C -2.322 -0.231 -0.056 -1.096
C -0.955 0.275 0.080 0.868
O -0.669 1.312 0.586 -0.505
C 0.254 -0.634 -0.263 0.221
O 0.118 -1.683 -0.866 -0.561
N 1.471 -0.169 0.230 -0.139
O 2.033 1.072 0.115 -0.340
H -3.042 0.619 0.095 0.311
H -2.583 -1.046 0.660 0.272
H -2.590 -0.746 -0.959 0.329
H 2.095 -0.999 0.235 0.271
H 2.105 1.286 1.112 0.368

***

No. 3
23
Properties=species:S:1:pos:R:3:mulliken_charge:R:1 method="wB97M-V/def2-TZVPD" e_homo_ev=-12.8 homo_lumo_gap_ev=9.2155 multiplicity=1 lumo_energy_ev=-3.6 charge=+1
N 0.172 -2.058 -1.628 -0.352
C -0.015 -0.935 -1.638 0.177
C -0.433 0.404 -1.532 -0.009
N -0.449 1.175 -2.696 -0.052
N -1.228 2.286 -2.756 -0.603
N 0.856 1.246 -0.608 -0.262
C 1.058 1.362 0.706 -0.020
N 0.562 0.568 1.671 -0.108
C -0.315 -0.619 1.581 0.128
N -1.485 -0.820 0.958 -0.229
O -1.790 -2.039 1.173 -0.003
N -0.964 -2.650 1.983 -0.453
C 0.046 -1.831 2.207 0.557
N 1.057 -2.328 2.893 -0.458
H -1.200 0.649 -0.793 0.635
H -0.106 0.747 -3.515 0.217
H -0.662 3.077 -2.766 0.196
H -1.957 2.303 -3.437 0.237
H 1.515 1.734 -1.246 0.312
H 1.714 2.218 1.085 0.334
H 0.694 0.688 2.609 0.269
H 1.878 -1.827 2.826 0.194
H 1.051 -3.349 2.921 0.294